Run w
# C9H35NO9

A cluster of 9 separate species, C9H35NO9 in total (ωB97M-V with the def2-TZVPD basis set, OMol25).

XYZ file:
```
54
C9H35NO9 ωB97M-V with the def2-TZVPD basis set
O -1.8545 2.8767 -0.8696
H -1.8605 3.2264 -1.7606
H -1.8800 3.6512 -0.3076
O 0.9224 3.1081 1.8959
H 0.8575 3.5634 1.0564
H 1.4442 3.6924 2.4460
O -3.0714 0.0059 4.8237
H -2.8228 -0.4494 4.0192
H -4.0285 0.0160 4.8077
O -1.4333 3.2833 4.0635
H -0.5725 3.7010 4.0903
H -1.3123 2.4543 4.5264
O -5.1565 2.1705 1.9045
H -5.5309 2.1737 1.0236
H -4.3670 2.7069 1.8317
O -1.5845 1.1625 1.6860
H -1.5432 1.7147 2.4668
H -1.7243 1.7764 0.9650
O -2.8108 3.9350 1.7990
H -2.6516 3.6271 2.6913
H -2.8066 4.8895 1.8702
O 0.2039 1.2114 3.8970
H 0.7325 2.0090 3.9235
H 0.3218 0.8747 3.0088
C -0.2064 -2.4104 -3.2869
C 0.6829 -1.3237 -2.8280
C 0.0940 -0.6612 -1.5871
C 0.1306 -1.4607 -0.3433
C 1.5918 -1.9398 -0.0056
C 2.4501 -2.4704 -1.2316
N 1.9755 -1.9313 -2.5401
O 2.7673 -2.2797 -3.6647
C 3.9367 -2.2501 -0.8179
C 2.1989 -4.0403 -1.2055
C 0.7737 -0.1647 -3.9269
H -0.0326 -2.9818 -4.1987
H -1.1799 -1.9315 -3.3928
H -0.2799 -3.1759 -2.5144
H 0.6468 0.2388 -1.3176
H -0.8578 -0.2540 -1.9284
H -0.3983 -2.3715 -0.6242
H -0.3213 -1.0110 0.5408
H 1.4515 -2.7418 0.7190
H 1.9704 -1.0328 0.4658
H 4.3192 -1.2677 -0.5411
H 4.1160 -2.7763 0.1197
H 4.7425 -2.6179 -1.4531
H 1.1583 -4.3562 -1.1322
H 2.4948 -4.5724 -2.1096
H 2.7450 -4.5315 -0.4002
H 1.1298 -0.4594 -4.9141
H 1.4637 0.6587 -3.7423
H -0.2350 0.1777 -4.1577
H 3.2008 -1.4413 -3.8401
```

Lowest unoccupied orbital energy = -0.008 Eh
SMILES = CC1(C)CCCC(C)(C)N1O.O.O.O.O.O.O.O.O
HOMO = -7.628 eV
Gap between HOMO and LUMO = 7.41 eV

Löwdin population analysis, charges in e, atoms 1 to 2: atom 1 (O): -0.042, atom 2 (H): 0.042

***

Run x
# C9H35NO9

A cluster of 9 separate species, C9H35NO9 in total (ωB97M-V with the def2-TZVPD basis set, OMol25).

XYZ file:
```
54
C9H35NO9 ωB97M-V with the def2-TZVPD basis set
O 2.7243 5.0221 0.7782
H 2.7660 4.2826 0.1553
H 3.4551 4.8670 1.3869
O -0.4713 3.1800 -0.7119
H -1.2377 3.6376 -1.0737
H 0.2242 3.3177 -1.3709
O 5.2460 0.7451 -0.1346
H 5.2429 1.6697 -0.4023
H 4.6655 0.3032 -0.7649
O 2.1728 0.6527 -3.4628
H 2.1783 1.6161 -3.3301
H 1.4549 0.4913 -4.0830
O -0.1275 5.9914 -0.0124
H 0.2258 5.2306 0.4613
H 0.6512 6.4507 -0.3422
O 2.5750 2.6315 3.6332
H 2.0463 2.7888 2.8423
H 2.5598 1.6759 3.7472
O 2.1477 2.4563 -0.0892
H 2.4260 1.7193 -0.6491
H 1.1776 2.4024 -0.0788
O 2.2178 3.4248 -2.7752
H 2.6664 3.4424 -1.9195
H 2.8820 3.7244 -3.4090
C -2.9801 -1.6637 -1.2881
C -1.8162 -1.2963 -0.3176
C -2.3580 -0.8478 1.0238
C -2.8020 -1.9316 1.9620
C -1.7120 -2.9725 2.1803
C -1.1800 -3.5208 0.8320
N -0.9032 -2.4473 -0.1145
O -0.0311 -2.7085 -1.2007
C 0.1314 -4.2575 1.1510
C -2.2280 -4.5447 0.3467
C -1.0813 -0.0758 -0.8911
H -2.6606 -2.5424 -1.8529
H -3.3213 -0.8160 -1.8762
H -3.8236 -2.1169 -0.7577
H -1.6433 -0.1880 1.5254
H -3.2679 -0.2474 0.9116
H -3.6212 -2.5314 1.5394
H -3.2826 -1.5398 2.8603
H -2.1155 -3.7550 2.8211
H -0.8917 -2.4732 2.7074
H 0.4943 -4.7291 0.2328
H 0.8137 -3.6274 1.7155
H 0.0120 -5.2015 1.6953
H -2.6752 -5.1068 1.1677
H -3.1132 -4.0358 -0.0476
H -1.9173 -5.1781 -0.4853
H -1.6932 0.8051 -1.0413
H -0.5580 -0.2494 -1.8401
H -0.1879 0.0180 -0.2590
H 0.5443 -1.9418 -1.0952
```

Lowest unoccupied orbital energy = -0.011 Eh
SMILES = CC1(C)CCCC(C)(C)N1O.O.O.O.O.O.O.O.O
HOMO = -7.978 eV
Gap between HOMO and LUMO = 7.69 eV

Löwdin population analysis, charges in e, atoms 1 to 2: atom 1 (O): -0.056, atom 2 (H): -0.012

***

Which is most stable? The ranking, best first, is run x, run w.

***

Run w
# C4H8FN

A cluster of 2 separate species, C4H8FN in total (ωB97M-V with the def2-TZVPD basis set, OMol25).

XYZ file:
```
14
C4H8FN ωB97M-V with the def2-TZVPD basis set
C 2.2966 -1.5248 -0.3070
C 0.7875 0.3717 -0.7142
C -1.1003 1.4663 0.2172
C -0.7852 -0.8270 0.6517
N -0.2644 0.3330 0.0143
F 0.8542 1.5623 -1.3413
H 1.9568 -2.1692 -1.1249
H 3.2038 -0.9151 -0.7266
H -0.6506 2.4738 0.2263
H -1.9777 1.4600 -0.5748
H -1.5919 1.2199 1.1500
H -1.0852 -0.5395 1.6282
H -1.5407 -1.2743 0.0251
H -0.1030 -1.6370 0.8758
```

Lowest unoccupied orbital energy = 0.025 Eh
HOMO = -7.987 eV
Gap between HOMO and LUMO = 8.67 eV

Löwdin population analysis, charges in e, atoms 1 to 2: atom 1 (C): 0.028, atom 2 (C): -0.109

***

Run x
# C4H8FN

A structure of composition C4H8FN (ωB97M-V with the def2-TZVPD basis set, OMol25).

XYZ file:
```
14
C4H8FN ωB97M-V with the def2-TZVPD basis set
C 0.6323 -0.5858 0.8370
C 0.3542 -0.2034 -0.6205
C -0.0835 1.4525 0.3398
C -0.7602 -0.8855 -1.3015
N 0.0063 0.6561 1.4363
F -1.2518 2.2342 0.1783
H -0.0328 -1.5145 1.0950
H 1.7252 -0.7908 1.0905
H 1.2555 -0.0788 -1.1922
H 0.8524 2.2115 0.2395
H -1.7562 -0.9526 -0.7958
H -0.4311 -1.8847 -1.4112
H -0.8956 -0.6094 -2.3033
H 0.3854 0.9512 2.4080
```

Lowest unoccupied orbital energy = 0.039 Eh
HOMO = -8.894 eV
Gap between HOMO and LUMO = 9.97 eV

Löwdin population analysis, charges in e, atoms 1 to 2: atom 1 (C): -0.190, atom 2 (C): -0.194

***

Which is most stable? The ranking, best first, is run x, run w.

***

Run w
# C27H49Cl3GeN6OOsP2S

A structure of composition C27H49Cl3GeN6OOsP2S (ωB97M-V with the def2-TZVPD basis set, OMol25).

XYZ file:
```
91
C27H49Cl3GeN6OOsP2S ωB97M-V with the def2-TZVPD basis set
Os 0.8095 -1.3591 0.3429
C -0.0616 -4.7078 -0.5937
P -0.6311 -3.4564 0.5756
C -2.4343 -3.4719 0.3205
C -0.5001 -4.2108 2.2192
C 0.9689 -4.4898 2.4084
P 1.9422 -3.0221 1.9112
C 2.2971 -2.2164 3.4882
C 3.4551 -3.8061 1.3205
H -0.5775 -5.6408 -0.3557
H 1.0149 -4.8558 -0.5455
H -0.3152 -4.4125 -1.6114
H -2.6972 -4.5192 0.4944
H -2.7491 -3.2025 -0.6799
H -2.9583 -2.8608 1.0518
H -1.1143 -5.1126 2.2393
H -0.8953 -3.5202 2.9631
H 1.2944 -5.3234 1.7847
H 1.2295 -4.7341 3.4393
H 2.8523 -2.9418 4.0879
H 1.3701 -1.9593 4.0001
H 2.9072 -1.3296 3.3521
H 3.6578 -4.6154 2.0269
H 4.3034 -3.1326 1.2962
H 3.3046 -4.2306 0.3279
C 2.1910 -0.4620 -5.2451
C 0.8346 -0.0113 -5.7750
C 0.0477 0.8622 -4.7963
C -0.4386 0.0502 -3.6072
N -1.0740 0.9310 -2.6006
C -1.3490 0.6058 -1.3597
S -1.1411 -1.1041 -0.8866
N -1.9839 1.3832 -0.5099
C -2.5999 2.6879 -0.8239
C -4.0609 2.5503 -1.2341
C -4.7572 3.9077 -1.2856
C -6.2137 3.7843 -1.7143
H 2.7437 -1.0027 -6.0120
H 2.0934 -1.1353 -4.3869
H 2.8015 0.3929 -4.9490
H 0.2271 -0.8820 -6.0385
H 0.9720 0.5432 -6.7028
H -0.8128 1.2989 -5.3100
H 0.6716 1.6936 -4.4488
H 0.3862 -0.4796 -3.1291
H -1.1740 -0.6882 -3.9345
H -1.3762 1.8407 -2.9287
H -2.2045 0.9651 0.3843
H -2.0052 3.1773 -1.5941
H -2.5042 3.3126 0.0650
H -4.5764 1.8898 -0.5300
H -4.1220 2.0681 -2.2154
H -4.2207 4.5607 -1.9802
H -4.6931 4.3803 -0.3014
H -6.2933 3.4218 -2.7397
H -6.7167 4.7481 -1.6649
H -6.7578 3.0953 -1.0664
C 1.9123 3.6418 3.6502
N 1.5860 2.9785 2.3436
C 0.1976 3.3192 1.9048
C 1.9042 1.4808 2.2373
C 0.8409 0.5845 2.8219
C 0.5422 0.7785 4.1750
C -0.5593 0.2052 4.7819
C -1.4057 -0.5721 4.0056
C -1.0379 -0.8752 2.7046
C 0.1185 -0.3839 2.0779
H 1.9432 4.7146 3.4750
H 2.8811 3.2941 3.9992
H 1.1326 3.4190 4.3706
H 2.2220 3.3973 1.6640
H -0.4947 2.6674 2.4319
H 0.1218 3.1752 0.8303
H -0.0011 4.3572 2.1585
H 2.8794 1.3652 2.7127
H 2.0062 1.3137 1.1746
H 1.1944 1.4003 4.7742
H -0.7663 0.3841 5.8278
H -2.3198 -0.9754 4.4213
H -1.7005 -1.5197 2.1441
Cl 1.8544 -2.4465 -1.7430
Ge 4.0908 -1.3197 -1.9568
Cl 5.2387 -3.0642 -1.4671
Cl 3.1532 -0.8225 0.6800
O 0.9762 0.5450 -0.5322
N 1.9395 0.6752 -1.4303
C 2.0914 1.8684 -1.8845
C 1.3034 2.9789 -1.4204
N 0.6581 3.8475 -1.0363
C 3.1393 2.0873 -2.8434
N 3.9911 2.2460 -3.5956
```

Lowest unoccupied orbital energy (alpha / beta) = -0.344 / -0.399 Eh
Net charge = +3
Expectation value of S² = 0.7608
HOMO (alpha / beta) = -17.122 / -16.975 eV
Multiplicity = 2
Gap between HOMO and LUMO (alpha / beta) = 7.77 / 6.12 eV

Löwdin population analysis, charges in e, atoms 1 to 2: atom 1 (Os): 0.788, atom 2 (C): -0.243

***

Run x
# C27H49Cl3GeN6OOsP2S

A structure of composition C27H49Cl3GeN6OOsP2S (ωB97M-V with the def2-TZVPD basis set, OMol25).

XYZ file:
```
91
C27H49Cl3GeN6OOsP2S ωB97M-V with the def2-TZVPD basis set
Os 0.8476 -0.1738 1.6081
C 0.2757 -2.4337 4.6634
P 0.9454 -0.9108 3.9610
C 0.0719 0.3814 4.8983
C 2.6923 -0.8453 4.4969
C 3.4586 0.2881 3.8197
P 3.2754 0.2056 2.0073
C 3.8520 1.7918 1.3486
C 4.4868 -0.9638 1.3596
H 0.6066 -2.4760 5.7045
H 0.6352 -3.3192 4.1485
H -0.8091 -2.4037 4.6424
H 0.3040 0.2443 5.9566
H -0.9992 0.2380 4.7557
H 0.3400 1.3937 4.6070
H 3.1380 -1.8133 4.2651
H 2.7119 -0.7390 5.5839
H 4.5206 0.2559 4.0741
H 3.0897 1.2660 4.1454
H 4.8768 1.9440 1.6935
H 3.2390 2.6292 1.6740
H 3.8550 1.7497 0.2595
H 5.4771 -0.5420 1.5421
H 4.3460 -1.0805 0.2837
H 4.4167 -1.9374 1.8351
C -0.2059 -3.6207 -4.2946
C -0.9933 -3.7912 -3.0007
C -2.0683 -2.7261 -2.7869
C -1.5598 -1.2945 -2.8730
N -0.5690 -1.0156 -1.8170
C 0.2833 -0.0055 -1.8337
S 1.5542 0.1847 -0.6138
N 0.2387 0.8803 -2.8125
C 1.1694 2.0032 -3.0447
C 2.3282 1.6184 -3.9628
C 1.9901 1.6243 -5.4535
C 0.8557 0.6915 -5.8693
H 0.4353 -4.4822 -4.4731
H 0.4460 -2.7417 -4.2689
H -0.8700 -3.5243 -5.1558
H -0.3052 -3.8079 -2.1519
H -1.4882 -4.7631 -2.9951
H -2.5744 -2.8715 -1.8279
H -2.8407 -2.8235 -3.5528
H -2.3915 -0.5900 -2.7753
H -1.0844 -1.1372 -3.8442
H -0.5268 -1.6816 -1.0589
H -0.3233 0.6290 -3.6171
H 1.5191 2.3426 -2.0715
H 0.5763 2.8100 -3.4783
H 2.6986 0.6321 -3.6600
H 3.1435 2.3219 -3.7821
H 2.8930 1.3525 -6.0012
H 1.7507 2.6457 -5.7601
H 1.0079 -0.3259 -5.4957
H 0.7878 0.6270 -6.9540
H -0.1256 1.0560 -5.5400
C -3.8028 1.3787 1.5243
N -3.6613 1.3659 0.0381
C -4.4675 2.4696 -0.5741
C -2.2190 1.2757 -0.4436
C -1.2449 2.0946 0.3552
C -1.3445 3.4842 0.3944
C -0.5687 4.2693 1.2432
C 0.3455 3.6715 2.0891
C 0.5207 2.2898 1.9930
C -0.2334 1.5274 1.1321
H -4.8605 1.3222 1.7692
H -3.3856 2.3054 1.9078
H -3.2714 0.5295 1.9444
H -4.0706 0.4815 -0.2905
H -4.1719 3.4193 -0.1388
H -5.5156 2.2851 -0.3504
H -4.3167 2.4717 -1.6504
H -2.2410 1.5533 -1.4974
H -1.9615 0.2256 -0.3538
H -2.0538 3.9769 -0.2592
H -0.6891 5.3442 1.2456
H 0.9317 4.2536 2.7875
H 1.3063 1.8394 2.6197
Cl 2.4519 -2.9496 -0.8926
Ge 1.2915 -2.6047 0.8572
Cl 2.3853 -3.6691 2.3687
Cl -0.4966 -3.7065 0.5158
O -1.1020 -0.9033 1.4070
N -1.6220 -1.4565 2.4952
C -2.7701 -2.0211 2.3270
C -3.4379 -1.9578 1.0529
N -3.8984 -1.7691 0.0179
C -3.3815 -2.6420 3.4631
N -3.8502 -3.1209 4.3949
```

Lowest unoccupied orbital energy (alpha / beta) = -0.385 / -0.406 Eh
Net charge = +3
Expectation value of S² = 0.7660
HOMO (alpha / beta) = -17.459 / -17.164 eV
Multiplicity = 2
Gap between HOMO and LUMO (alpha / beta) = 6.97 / 6.13 eV

Löwdin population analysis, charges in e, atoms 1 to 2: atom 1 (Os): 0.810, atom 2 (C): -0.220

***

Which is most stable? The ranking, best first, is run x, run w.